Entry 1:
71
Properties=species:S:1:pos:R:3:forces:R:3 method="wB97M-V/def2-TZVPD" e_tot_ev=-33530.39734 smiles=COC[C@H](C)N.COC[C@H](C)N.COC[C@H](C)N.COC[C@H](C)N.O e_above_lowest_kj_mol=405.5 gap_ev=9.8
O -2.189 14.003 3.802 -1.08 0.07 -0.88
O -2.532 13.951 8.181 -0.36 -0.61 0.09
O -7.127 13.578 1.995 -1.18 -1.70 0.76
O 0.605 11.251 1.113 -1.33 -1.00 -2.33
O -0.121 20.516 3.331 -0.36 -0.08 0.26
N -0.042 13.684 5.443 -1.94 -1.02 0.23
N 1.038 17.778 3.464 4.16 -0.12 -2.16
N 2.807 9.335 -1.269 -1.65 2.42 0.13
N -9.250 11.431 0.785 -0.13 0.61 0.19
C -1.592 14.512 7.263 -0.60 -0.12 0.88
C -7.674 12.328 2.623 0.09 0.32 -0.72
C 1.457 9.729 -0.673 0.69 -3.48 2.77
C -0.904 13.297 6.646 3.02 0.95 0.25
C 0.051 12.612 7.659 -1.42 -0.19 0.27
C -0.106 19.586 4.360 -2.33 -0.91 0.44
C -9.134 11.890 2.206 0.97 -0.08 -0.64
C -0.222 18.153 3.823 -2.86 -0.23 2.30
C -0.061 21.824 3.846 0.12 0.49 -1.39
C -9.631 10.681 3.027 -0.27 -0.29 0.42
C -0.648 17.163 4.905 -1.16 -1.29 0.99
C -2.851 14.698 9.341 0.28 0.07 -0.58
C -5.732 13.660 2.172 0.79 -0.55 -0.84
C 1.694 10.935 0.289 0.20 -1.58 -0.15
C 1.010 8.409 0.089 -1.52 1.60 -0.77
C 0.793 12.415 1.776 -0.43 0.99 2.46
H 0.951 22.041 4.189 0.12 0.21 0.06
H -0.537 12.441 8.561 0.23 0.12 0.36
H -1.687 16.832 4.907 -0.65 0.95 -0.02
H 0.766 19.754 4.992 0.44 -0.48 0.16
H -0.398 17.398 5.939 0.20 0.43 0.03
H 1.574 12.289 2.526 0.77 0.19 0.01
H 2.562 10.008 -1.982 2.09 -0.08 -1.58
H -0.324 22.393 2.955 0.33 0.64 0.29
H -0.086 12.547 2.407 -0.29 0.37 -0.26
H -2.885 14.298 4.389 -0.26 0.07 0.03
H 2.410 10.618 1.046 1.07 -0.07 -0.65
H -8.967 9.817 3.050 0.76 0.33 0.08
H -0.959 17.985 3.038 -0.06 0.83 -0.25
H -8.552 10.754 0.515 0.19 -0.34 0.57
H -0.263 16.157 4.743 0.80 0.32 -0.44
H -1.480 13.733 4.386 0.96 0.21 0.35
H 0.216 8.704 0.775 0.36 -0.22 0.71
H -2.110 15.137 6.536 -0.09 -0.09 -0.33
H -1.988 14.793 10.001 0.27 0.27 -0.04
H 0.975 13.331 1.215 0.01 -0.13 -0.48
H -3.221 15.673 9.021 -0.08 0.25 0.38
H -7.095 11.446 2.345 0.70 0.16 -0.18
H 0.349 12.834 5.063 0.33 0.06 0.02
H 1.106 17.709 2.459 0.31 -0.25 -0.20
H -9.938 10.892 4.051 0.38 0.31 0.11
H 2.758 8.420 -1.695 -0.36 -0.14 -0.07
H 1.798 7.780 0.504 0.02 0.46 0.15
H 0.715 9.831 -1.464 -0.10 0.80 0.14
H -0.769 22.101 4.627 -0.24 -0.56 0.18
H -10.503 10.186 2.600 -0.25 0.70 -0.48
H -9.744 12.770 2.409 -0.48 -0.20 -0.47
H 0.678 14.382 5.560 -0.12 -0.08 0.54
H 1.526 18.633 3.687 1.48 -0.57 -0.47
H -1.710 12.599 6.420 0.17 0.04 -0.68
H -5.347 13.538 3.185 -0.42 0.21 0.36
H -0.965 15.198 7.834 0.70 -0.11 -0.13
H -5.213 12.899 1.589 -0.10 -0.60 -0.04
H 0.942 13.202 7.874 -0.11 0.03 -0.06
H 0.421 7.840 -0.631 0.37 -0.43 -0.22
H -9.156 12.127 0.059 -0.09 0.65 0.41
H -7.560 12.456 3.699 -0.29 0.00 0.17
H 2.049 11.777 -0.306 0.07 0.33 0.14
H 0.318 11.606 7.334 0.25 0.12 -0.30
H -5.302 14.553 1.720 -0.64 0.49 0.33
H -3.608 14.178 9.928 -0.12 -0.10 -0.40
H -0.966 19.686 5.022 -0.35 0.66 0.19


Entry 2:
62
Properties=species:S:1:pos:R:3:forces:R:3 method="wB97M-V/def2-TZVPD" e_tot_ev=-75698.01070 total_charge=-2 e_above_lowest_kj_mol=88.4 gap_ev=6.7
K 0.915 -0.855 1.434 -1.07 0.96 -0.83
S -2.701 -0.551 2.477 0.19 -0.04 -0.18
O 1.590 -0.118 3.475 0.70 0.70 1.22
O -0.485 -2.697 -1.811 -0.06 -0.04 0.04
O 3.621 0.881 3.543 -0.32 -0.02 0.00
O -1.886 2.548 -3.658 0.25 -0.04 0.18
O 1.148 -2.866 0.465 0.39 -1.48 -0.66
O 5.491 -4.625 -0.370 0.18 -0.03 0.21
O -0.740 1.093 -2.340 -0.12 0.25 -0.15
N -3.850 -2.830 1.583 -0.02 -0.22 0.04
N 1.398 2.098 1.468 -0.02 -0.03 0.21
N -3.097 -1.694 -0.018 0.06 -0.09 -0.18
N -4.164 -3.561 0.469 0.02 0.02 0.26
N -2.594 -0.705 -0.852 -0.19 0.05 -0.25
N -2.176 2.212 -0.195 0.04 0.02 0.07
C -3.181 -1.685 1.336 -0.25 -0.18 0.06
C -1.463 2.086 -2.575 -0.19 -0.31 0.02
C 1.744 3.273 3.525 -0.06 0.10 0.00
C -2.451 4.970 -0.287 0.00 -0.06 -0.01
C 1.248 4.435 2.962 0.04 -0.07 -0.02
C 5.760 -4.557 1.015 0.08 -0.05 -0.04
C 1.836 -3.196 -1.805 -0.01 0.06 0.22
C 0.662 -1.859 -3.679 0.10 -0.01 0.00
C -2.058 4.261 -1.408 -0.08 0.07 0.05
C -1.931 2.873 -1.328 0.14 0.03 -0.01
C 3.292 -3.743 0.097 -0.14 -0.01 0.02
C 0.852 4.423 1.630 0.02 0.00 0.06
C -3.802 -3.124 -1.950 0.15 0.07 0.10
C -2.554 2.900 0.883 -0.06 0.02 -0.11
C -2.711 4.276 0.889 0.05 0.04 -0.04
C 0.946 3.232 0.928 0.04 -0.09 -0.02
C -3.711 -2.833 -0.499 0.18 0.42 -0.18
C 2.012 -3.260 -0.365 -0.03 -0.08 -0.25
C 2.397 0.832 3.313 0.26 0.06 0.39
C 4.265 -4.162 -0.770 -0.19 0.06 -0.14
C 1.799 2.120 2.744 0.17 0.01 -0.12
C 4.064 -4.138 -2.163 0.06 -0.03 -0.07
C 2.874 -3.638 -2.639 -0.06 0.03 0.07
C 0.604 -2.627 -2.370 -0.05 -0.02 -0.07
H 0.375 -0.825 -3.453 -0.02 -0.04 0.01
H 0.646 3.173 -0.114 -0.03 -0.01 0.04
H -1.856 4.740 -2.356 -0.04 -0.04 0.01
H 0.468 5.311 1.148 -0.03 -0.01 -0.03
H -4.210 -2.254 -2.467 -0.01 -0.03 -0.01
H 5.657 -3.539 1.396 -0.01 0.02 -0.01
H 2.096 3.238 4.549 -0.01 0.00 -0.07
H -3.010 4.791 1.794 0.00 -0.02 0.01
H -0.086 -2.258 -4.368 0.01 0.01 0.02
H 5.098 -5.214 1.587 -0.02 0.00 -0.01
H 6.790 -4.887 1.145 0.00 -0.01 -0.02
H -1.766 -1.051 -1.330 0.19 0.00 0.06
H 2.726 -3.622 -3.713 -0.01 0.08 0.01
H -2.797 -3.292 -2.339 0.00 0.00 -0.04
H 3.427 -3.752 1.171 -0.02 0.01 -0.05
H -2.738 2.312 1.777 0.00 -0.03 -0.02
H -2.561 6.049 -0.326 0.03 0.00 0.00
H -4.423 -4.003 -2.112 0.00 0.04 0.04
H 4.849 -4.483 -2.823 -0.03 0.00 0.03
H 1.184 5.345 3.549 -0.01 0.00 -0.01
H -4.005 -3.199 2.499 -0.06 -0.01 0.14
H 1.645 -1.862 -4.147 -0.05 0.02 -0.01
H -2.383 0.158 -0.342 -0.04 -0.03 0.03